Molecular formula: C16H38N2O18
Method: DFT, ωB97M-V/def2-TZVPD

Last column: Löwdin charge in e.
CARTESIAN COORDINATES (ANGSTROEM)
C: -12.817775 -5.871283 3.074694  0.064
N: -14.028148 -5.019006 3.294765  -0.448
O: -13.939774 -3.857148 2.976870  0.076
O: -15.002721 -5.531512 3.791457  0.063
H: -13.011731 -6.784461 3.617718  0.097
H: -11.966912 -5.235713 3.253519  0.099
H: -12.847413 -6.105394 2.008137  0.077
C: -16.566715 -14.278410 -2.444149  0.067
N: -17.643441 -13.954715 -1.422816  -0.386
O: -18.588105 -13.197609 -1.768213  0.027
O: -17.452341 -14.362509 -0.297969  0.090
H: -16.568808 -15.367305 -2.424369  0.094
H: -15.628408 -14.025713 -1.960901  0.087
H: -16.796839 -13.738361 -3.344835  0.094
C: -9.588780 -14.448062 -3.432789  -0.050
O: -8.912546 -13.511346 -2.589098  -0.007
C: -8.630895 -12.320780 -3.137094  -0.655
O: -8.807923 -12.025830 -4.251713  0.167
O: -7.994005 -11.594612 -2.224533  0.011
C: -7.578237 -10.339326 -2.631482  -0.060
H: -9.754757 -15.352949 -2.842294  0.077
H: -9.020240 -14.819056 -4.286040  0.101
H: -10.588932 -14.135819 -3.730043  0.092
H: -8.216084 -9.520648 -2.311907  0.099
H: -7.524183 -10.359211 -3.721248  0.095
H: -6.573249 -10.168026 -2.256908  0.096
C: -11.498591 -12.310233 -1.368067  -0.004
O: -12.592904 -11.971905 -0.511795  0.036
C: -12.905346 -10.710585 -0.496695  -0.655
O: -12.367907 -9.829298 -1.112849  0.106
O: -13.956653 -10.577661 0.242427  0.054
C: -14.208089 -9.269853 0.644185  -0.055
H: -11.525408 -11.621971 -2.211863  0.107
H: -11.688944 -13.300737 -1.769005  0.084
H: -10.605098 -12.277283 -0.761049  0.109
H: -13.299123 -8.688844 0.789087  0.095
H: -14.768621 -9.263821 1.577793  0.100
H: -14.850518 -8.665106 -0.006300  0.095
C: -10.560405 -18.936779 -2.543037  -0.056
O: -11.487831 -18.562715 -1.573370  0.017
C: -12.183762 -17.449711 -1.785127  -0.593
O: -12.027086 -16.690872 -2.705316  0.116
O: -13.105398 -17.379289 -0.825499  0.012
C: -13.924159 -16.248706 -0.646371  -0.033
H: -9.673009 -19.271539 -2.000441  0.099
H: -10.219666 -18.047264 -3.075531  0.087
H: -10.849935 -19.729673 -3.222006  0.098
H: -14.481934 -16.465387 0.254816  0.104
H: -14.627119 -16.126060 -1.467970  0.070
H: -13.365647 -15.318301 -0.556959  0.096
C: -12.384366 -4.370695 -1.269954  -0.043
O: -13.492812 -3.846087 -0.555530  0.019
C: -14.312378 -4.748832 -0.014305  -0.633
O: -14.120114 -5.942113 0.023762  0.093
O: -15.407216 -4.124503 0.349691  0.023
C: -16.486952 -4.948168 0.718376  -0.039
H: -12.644283 -5.165422 -1.969294  0.096
H: -11.600989 -4.759851 -0.606773  0.096
H: -11.901381 -3.567065 -1.821179  0.093
H: -17.412643 -4.471942 0.390880  0.099
H: -16.601104 -5.005700 1.805303  0.087
H: -16.411384 -5.943438 0.294057  0.092
C: -20.814801 -11.646269 0.502594  -0.183
O: -20.759512 -12.967472 0.012621  -0.148
H: -21.534802 -11.686246 1.321375  0.075
H: -19.845411 -11.355441 0.911777  0.072
H: -21.163361 -10.900176 -0.216649  0.074
H: -20.213504 -12.944454 -0.807761  0.036
C: -13.978282 -8.666092 -3.882229  -0.164
O: -12.718927 -8.245206 -3.342102  -0.143
H: -14.379800 -7.963091 -4.605265  0.069
H: -13.936470 -9.647207 -4.396811  0.073
H: -14.700031 -8.813226 -3.054265  0.072
H: -12.478571 -8.888893 -2.648026  0.024

Cartesian forces (eV/Å) of the 2 atoms listed first:
C -1.05 0.05 -0.96
N 0.56 0.00 0.22

The HOMO energy is -0.35578 Ha. The calculation puts the LUMO energy at -0.390 eV. Its spin multiplicity is 1.

Molecular formula: C16H39B2O13P2S4
Method: DFT, ωB97M-V/def2-TZVPD

Last column: Löwdin charge in e.
CARTESIAN COORDINATES (ANGSTROEM)
O: 2.350295 -0.572759 5.104166  -0.426
P: 1.628670 0.486896 4.253198  0.411
O: 2.713131 1.050333 3.026315  -0.277
O: 1.272035 1.832869 5.232933  -0.230
P: -0.089303 -0.381328 3.244205  0.732
B: -1.628169 -0.533565 4.426351  -0.658
B: -2.819871 0.452051 3.749436  -0.591
O: -3.577632 1.446107 4.528018  0.000
O: -3.165176 0.374918 2.328889  0.001
H: 2.254824 0.925491 2.166561  0.010
H: 0.388314 2.191205 4.996063  0.053
H: 0.266647 -1.746902 2.907179  -0.082
H: -2.016440 -1.670599 4.492015  0.008
H: -1.371237 -0.205117 5.550593  0.000
H: -3.185102 2.321750 4.309748  0.074
H: -2.789637 -0.440468 1.939371  0.067
C: 6.499432 -1.783326 5.776848  -0.223
C: 7.804584 -1.648425 4.989175  -0.229
C: 7.776933 -2.694319 3.873570  -0.237
S: 6.049516 -2.970538 3.489817  0.666
O: 5.711294 -4.329064 3.849715  -0.329
O: 5.760033 -2.425271 2.182649  -0.331
C: 5.393146 -1.873251 4.733965  -0.233
H: 6.344886 -0.939837 6.452357  0.117
H: 6.523741 -2.698545 6.377540  0.118
H: 7.864593 -0.646030 4.553137  0.115
H: 8.679566 -1.779474 5.630453  0.108
H: 8.294078 -2.344010 2.979812  0.098
H: 8.205308 -3.642358 4.203268  0.100
H: 4.460769 -2.273921 5.129978  0.103
H: 5.215447 -0.903865 4.264114  0.107
C: 2.030007 4.845973 1.789483  -0.218
C: 2.314727 5.071637 0.302810  -0.220
C: 1.644767 3.933903 -0.470330  -0.223
S: 0.248408 3.410072 0.520107  0.667
O: 0.486613 2.061761 0.973033  -0.341
O: -0.978006 3.797321 -0.142719  -0.331
C: 0.544165 4.524650 1.881596  -0.224
H: 2.288812 5.720912 2.389139  0.116
H: 2.619807 3.998676 2.154528  0.117
H: 1.887289 6.030527 -0.008534  0.115
H: 3.386899 5.109230 0.097818  0.114
H: 1.291052 4.264517 -1.447383  0.101
H: 2.314758 3.080522 -0.586630  0.107
H: 0.265532 4.046731 2.820241  0.104
H: -0.062790 5.418177 1.719120  0.107
C: -2.501731 1.724484 -2.088824  -0.219
C: -2.218176 1.949124 -3.575326  -0.218
C: -2.888182 0.811331 -4.348799  -0.230
S: -4.284684 0.286728 -3.357906  0.677
O: -4.047457 -1.062357 -2.909401  -0.341
O: -5.513423 0.673325 -4.021982  -0.346
C: -3.987464 1.402578 -1.995901  -0.220
H: -2.242613 2.599150 -1.490253  0.082
H: -1.911266 0.877830 -1.724026  0.130
H: -2.646184 2.908039 -3.886514  0.114
H: -1.145751 1.986937 -3.780897  0.111
H: -3.242276 1.142496 -5.325741  0.100
H: -2.218763 -0.041902 -4.465922  0.094
H: -4.265525 0.925288 -1.056664  0.112
H: -4.594472 2.296445 -2.158318  0.107
C: -3.876293 -4.475605 -7.459666  -0.232
C: -5.094864 -3.552612 -7.379960  -0.222
C: -5.412686 -3.338123 -5.898203  -0.213
S: -3.862594 -3.519057 -5.021618  0.694
O: -3.944870 -4.688168 -4.177283  -0.308
O: -3.450241 -2.230551 -4.514826  -0.350
C: -2.874481 -3.924313 -6.453884  -0.236
H: -3.456851 -4.507556 -8.467620  0.112
H: -4.165484 -5.494036 -7.180906  0.118
H: -4.855646 -2.592272 -7.848193  0.116
H: -5.953465 -3.970560 -7.910373  0.112
H: -5.817870 -2.342659 -5.712567  0.106
H: -6.102553 -4.096018 -5.523730  0.107
H: -2.100482 -4.641098 -6.180888  0.107
H: -2.420373 -3.000126 -6.817527  0.106

Cartesian forces (eV/Å) of the 2 atoms listed first:
O -0.77 2.74 -1.52
P 2.53 -2.50 1.78

The HOMO energy is -0.15393 Ha. The calculation puts the LUMO energy at 1.964 eV. The calculation puts the relative energy (zero: lowest compared OMol25 entry of this formula, charge and spin) at 0.0 kJ/mol. Its net charge is -1. Its spin multiplicity is 1.

Molecular formula: C16H39FeN6O2S4SbSi4Te
Method: DFT, ωB97M-V/def2-TZVPD

Last column: Löwdin charge in e.
CARTESIAN COORDINATES (ANGSTROEM)
Fe: -3.748039 -4.443832 18.890451  -0.670
N: -2.312673 -5.183669 20.342261  -0.077
N: -1.303056 -6.017525 19.853444  0.003
C: -1.741845 -6.595465 18.701077  -0.396
N: -0.930986 -7.555228 18.182650  0.140
N: -2.905019 -6.142665 18.214492  0.048
N: -3.374559 -6.774044 17.025286  -0.333
O: -4.511373 -6.482120 16.570507  -0.167
O: -2.708939 -7.620180 16.332148  -0.076
H: -1.934503 -4.354639 20.854617  -0.033
H: -2.954135 -5.706886 20.953196  0.085
H: -0.519420 -6.390183 20.404132  0.155
H: 0.027412 -7.599866 18.533240  0.101
H: -1.158570 -7.909516 17.233704  0.084
S: -4.893348 -0.236805 19.569192  -0.435
Sb: -3.917751 -2.255358 20.027384  0.045
S: -5.608246 -5.295925 19.883133  -0.083
S: -2.501942 -2.973965 18.011605  -0.030
S: -2.340148 -2.154328 21.737737  -0.391
C: -6.877702 -8.664251 19.189069  -0.238
Si: -7.061990 -8.377560 17.366606  0.311
C: -5.739876 -9.285566 16.429200  -0.218
C: -8.601188 -9.237768 16.770235  -0.241
Si: -7.568399 -6.055483 16.997617  0.219
Te: -6.060360 -4.089943 17.832076  0.675
Si: -7.772215 -5.571330 14.666607  0.286
C: -6.581996 -6.657943 13.715089  -0.226
C: -9.496945 -6.025032 14.127685  -0.250
C: -7.550609 -3.776905 14.243118  -0.220
Si: -9.543428 -5.379072 18.190353  0.266
C: -11.023428 -6.440548 17.809372  -0.244
C: -9.275729 -5.360968 20.027370  -0.236
C: -9.930568 -3.654585 17.592545  -0.243
H: -6.500091 -9.707616 19.242000  0.024
H: -7.841098 -8.625185 19.726397  0.029
H: -6.164685 -8.016673 19.725942  -0.026
H: -5.871603 -10.327323 16.810294  0.030
H: -4.683127 -9.017487 16.607168  0.012
H: -5.928908 -9.336202 15.339779  0.031
H: -8.464126 -10.285281 17.066958  0.021
H: -8.730250 -9.225975 15.671013  0.029
H: -9.539432 -8.874814 17.241560  0.015
H: -7.077498 -7.615248 13.450552  0.027
H: -5.595780 -6.861765 14.181715  0.021
H: -6.368759 -6.133384 12.760999  0.024
H: -9.785587 -7.053529 14.385205  0.016
H: -9.481213 -5.958897 13.022150  0.024
H: -10.289193 -5.327973 14.475420  0.027
H: -6.629206 -3.291485 14.635217  0.009
H: -8.444391 -3.187723 14.528404  0.030
H: -7.488022 -3.757173 13.127261  0.036
H: -11.037339 -7.418784 18.321355  0.019
H: -11.190418 -6.596972 16.726335  0.020
H: -11.890521 -5.865085 18.185088  0.023
H: -9.401297 -6.370990 20.450569  0.023
H: -10.129095 -4.758248 20.400440  0.026
H: -8.324943 -4.915301 20.407407  -0.006
H: -10.221778 -3.630003 16.530092  0.015
H: -9.141569 -2.908437 17.785984  0.019
H: -10.829696 -3.368898 18.182971  0.027
C: -3.005567 -2.094145 11.481138  -0.074
C: -3.454373 -2.427564 12.891326  -0.273
C: -3.627681 -3.772721 13.279241  -0.035
C: -4.047587 -4.044007 14.577965  -0.155
N: -4.319468 -3.070652 15.450263  -0.041
C: -4.110141 -1.806262 15.125805  -0.164
C: -3.689801 -1.429284 13.859742  -0.031
H: -3.031929 -3.003760 10.862476  0.065
H: -1.964877 -1.713913 11.466841  0.079
H: -3.654150 -1.338384 11.021862  0.070
H: -3.421250 -4.603220 12.582738  0.107
H: -4.174412 -5.070341 14.929842  0.082
H: -4.272459 -1.083826 15.917691  0.106
H: -3.558975 -0.368337 13.633639  0.105

Cartesian forces (eV/Å) of the 2 atoms listed first:
Fe 0.08 -0.88 0.09
N 0.52 0.47 2.52

The HOMO energy (alpha / beta) is 0.02733 / -0.01674 Ha. The calculation puts the LUMO energy (alpha / beta) at 3.774 / 4.119 eV. The calculation puts the relative energy (zero: lowest compared OMol25 entry of this formula, charge and spin) at 0.0 kJ/mol. Its net charge is -2. Its spin multiplicity is 5.